{"formula": "C5H7P", "method": "the ωB97M-V functional and the def2-TZVPD basis", "species": ["C", "P", "C", "C", "C", "C", "H", "H", "H", "H", "H", "H", "H"], "xyz": [[3.046490, -1.203436, -0.605380], [2.422369, 0.062406, 0.295613], [1.294874, 1.294277, -0.072139], [-0.104425, 0.996363, -0.029415], [-0.727166, -0.279975, -0.102310], [-2.185573, -0.407007, 0.069201], [3.473988, -1.982776, -0.159123], [1.565602, 2.259860, 0.179058], [-0.820361, 1.745678, 0.135442], [-0.207290, -1.189207, -0.293627], [-2.246254, -0.666516, 1.097843], [-2.680399, -1.225324, -0.561940], [-2.831853, 0.595653, 0.046781]], "forces_ev_per_angstrom": [[-3.3, 5.1, -0.9], [2.0, -2.2, -0.3], [-2.2, -1.8, -0.6], [0.1, -3.4, -0.4], [0.9, 3.2, -0.8], [-2.1, 1.1, -0.8], [2.0, -3.2, 1.8], [0.7, 1.9, 0.3], [-0.5, 1.4, 0.2], [0.7, -0.4, 0.0], [-0.7, -0.8, 1.1], [0.7, 1.3, 0.9], [1.6, -2.0, -0.4]], "lowdin_charge": [-0.25, 0.84, -0.39, -0.19, -0.16, -0.13, -0.15, 0.01, 0.07, 0.08, 0.05, 0.10, 0.12], "smiles": "C#P=C/C=C/C", "homo_ev": [-7.854, -7.997], "e_tot_ev": -14581.112, "gap_ev": [7.1, 7.0]}